C5H8O2 in the gas phase. Source: the OMol25 dataset; level of theory: wB97M-V/def2-TZVPD.

The HOMO-LUMO gap comes out at 10.12 eV. The value obtained for the energy is -9408.643 eV. For the energy relative to the best compared isomer or geometry (same formula, charge and spin), the calculation gives 1.189 eV. Its charge is 0. The calculation puts the max |F| at 0.012 Eh/bohr.

CARTESIAN COORDINATES (ANGSTROEM)
O: 3.045 0.398 0.221
C: 1.858 0.220 0.155
C: 0.829 -0.413 1.088
C: -0.073 -0.597 -0.161
C: -1.548 -0.250 -0.038
O: -1.728 1.106 0.337
C: 0.823 0.391 -0.953
H: 0.421 0.331 1.783
H: 1.147 -1.301 1.641
H: 0.017 -1.617 -0.551
H: -2.023 -0.895 0.715
H: -2.043 -0.447 -0.998
H: -2.252 1.518 -0.355
H: 0.400 1.402 -0.909
H: 1.126 0.155 -1.976

These are the Mulliken partial charges, in e, on atoms 1 to 4: -0.56 0.33 -0.64 0.31



A molecular structure, C5H8O2. Source: the OMol25 dataset; level of theory: wB97M-V/def2-TZVPD.

The HOMO-LUMO gap comes out at 9.63 eV. The value obtained for the energy is -9405.012 eV. For the energy relative to the best compared isomer or geometry (same formula, charge and spin), the calculation gives 4.820 eV. Its charge is 0. The calculation puts the max |F| at 0.007 Eh/bohr.

CARTESIAN COORDINATES (ANGSTROEM)
C: 1.640 0.364 -1.073
C: 1.380 -0.135 0.188
O: 2.004 -0.637 1.112
C: -0.306 -0.386 0.412
O: -0.463 -1.387 1.335
C: -1.503 -0.101 -0.491
C: -1.107 0.891 0.545
H: 0.472 -0.709 -0.655
H: 0.862 0.896 -1.612
H: 2.661 0.470 -1.423
H: 0.392 -1.404 1.816
H: -2.353 -0.747 -0.294
H: -1.334 0.126 -1.541
H: -0.635 1.818 0.231
H: -1.707 0.943 1.449

These are the Mulliken partial charges, in e, on atoms 1 to 4: -1.06 0.87 -0.68 0.55



C5H8O2 in the gas phase. Source: the OMol25 dataset; level of theory: wB97M-V/def2-TZVPD.

The HOMO-LUMO gap comes out at 9.26 eV. The value obtained for the energy is -9403.834 eV. For the energy relative to the best compared isomer or geometry (same formula, charge and spin), the calculation gives 5.998 eV. Its charge is 0. The calculation puts the max |F| at 0.008 Eh/bohr.

CARTESIAN COORDINATES (ANGSTROEM)
C: 2.059 -0.219 -0.201
C: 0.351 0.226 1.558
O: 0.943 0.666 0.012
C: -0.393 0.122 0.301
C: -1.606 0.902 -0.185
O: -2.134 -0.265 -0.832
C: -0.997 -1.060 -0.460
H: 2.769 -0.013 0.601
H: 1.755 -1.266 -0.137
H: 2.490 0.012 -1.177
H: 0.145 1.248 1.923
H: -2.248 1.241 0.640
H: -1.418 1.731 -0.877
H: -0.444 -1.414 -1.341
H: -1.272 -1.911 0.175

These are the Mulliken partial charges, in e, on atoms 1 to 4: -0.67 -0.72 -0.22 0.89



2 unconnected molecules or ions with the total composition C5H8O2 in a non-equilibrium geometry. Source: the OMol25 dataset; level of theory: wB97M-V/def2-TZVPD.

The HOMO-LUMO gap comes out at 9.19 eV. The value obtained for the energy is -9406.202 eV. For the energy relative to the best compared isomer or geometry (same formula, charge and spin), the calculation gives 3.631 eV. Its charge is 0. The calculation puts the max |F| at 0.027 Eh/bohr.

CARTESIAN COORDINATES (ANGSTROEM)
C: -1.356 -0.467 -0.880
C: -0.629 -0.734 0.444
C: 0.500 1.531 0.409
C: 0.330 0.263 1.066
O: 0.961 -0.054 2.084
C: 1.774 -0.062 -0.405
O: 1.657 -0.125 -1.570
H: -2.003 0.416 -0.832
H: -2.001 -1.322 -1.107
H: -0.684 -0.342 -1.737
H: -0.170 -1.730 0.454
H: -1.346 -0.714 1.270
H: 0.070 1.753 -0.572
H: 0.632 2.402 1.079
H: 2.266 -0.815 0.299

These are the Mulliken partial charges, in e, on atoms 1 to 4: -1.16 -0.14 -0.72 0.47